Formula: C25H36Br12F5N2O5
Source: the OMol25 dataset
Level of theory: the ωB97M-V functional and the def2-TZVPD basis

Charge ... +1
LUMO level ... -5.30 eV
Orbital gap ... 0.2323 hartree

Last column: Mulliken charge in e.
Geometry (Å):
1 C -2.1455 -1.3630 2.3130  -0.937
2 C -2.0022 -0.7871 0.8239  0.370
3 O -0.9904 -1.5978 0.1742  -0.252
4 C -0.7421 -1.0400 -1.1379  -0.505
5 C 0.7908 -1.2460 -1.5019  0.236
6 C 1.7210 -0.1230 -1.2425  -0.284
7 C 3.1789 -0.3047 -1.5417  0.563
8 C 4.2061 0.8478 -1.3068  0.092
9 O 5.0728 1.1672 -2.0731  -0.469
10 O 4.0648 1.5320 -0.0886  -0.231
11 C 5.1830 1.2497 0.7903  -0.357
12 C 3.5719 -1.6568 -2.1082  -1.111
13 C 2.5530 -2.7023 -2.3385  0.811
14 C 3.0614 -4.0439 -2.9609  0.420
15 F 4.4552 -4.0708 -2.8856  -0.279
16 F 2.7911 -4.0462 -4.3271  -0.212
17 F 2.6378 -5.1781 -2.3332  -0.183
18 N 1.1836 -2.5006 -2.0570  0.698
19 N 0.1729 -3.4274 -2.2413  0.287
20 C 0.0113 -4.4067 -1.2013  0.470
21 O -1.0027 -5.0180 -1.1248  -0.412
22 F 0.9581 -4.6600 -0.2193  -0.204
23 C -0.0952 -3.9000 -3.6012  0.320
24 O -0.0410 -5.0689 -3.8204  -0.381
25 F -0.3732 -3.0952 -4.7046  -0.145
26 H -1.3438 -2.1446 2.4883  0.303
27 H -3.1821 -1.8042 2.4425  0.104
28 H -1.9885 -0.5447 3.0723  0.306
29 H -2.9872 -0.8176 0.2779  0.350
30 H -1.6696 0.2952 0.9188  -0.304
31 H -1.4207 -1.5646 -1.8683  0.243
32 H -0.9467 0.0610 -1.1503  -0.009
33 H 1.3482 0.8801 -0.8261  0.454
34 H 6.0922 1.8648 0.5056  0.318
35 H 4.9649 1.5086 1.8701  -0.123
36 H 5.5057 0.1651 0.7821  0.321
37 H 4.6537 -1.7822 -2.3544  0.513
38 Br -2.8511 2.8517 1.2662  -0.102
39 C -1.0786 3.6522 1.2046  -0.731
40 C -0.6645 3.9504 -0.2126  -0.616
41 Br -0.1121 2.3263 -1.1494  -0.081
42 H -0.4034 2.9689 1.7167  0.409
43 H -1.1613 4.5735 1.7810  0.396
44 H 0.2120 4.5984 -0.2281  0.377
45 H -1.4558 4.4033 -0.8065  0.420
46 Br -5.9117 0.5991 1.8465  -0.086
47 C -7.2975 -0.6460 2.4167  -0.603
48 C -6.7232 -2.0112 2.6961  -0.582
49 Br -6.3492 -2.9744 1.0440  -0.121
50 H -8.0599 -0.6494 1.6405  0.369
51 H -7.7134 -0.2115 3.3259  0.334
52 H -7.4460 -2.6296 3.2283  0.364
53 H -5.7939 -1.9783 3.2613  0.324
54 Br 0.7216 -0.4612 -4.5699  -0.017
55 C -0.4783 0.5090 -5.7606  -0.576
56 C -1.5776 1.1863 -4.9836  -0.404
57 Br -2.9394 -0.0903 -4.4236  -0.105
58 H -0.8439 -0.2057 -6.4953  0.392
59 H 0.1501 1.2463 -6.2605  0.382
60 H -2.1033 1.9067 -5.6110  0.407
61 H -1.2229 1.6860 -4.0840  0.076
62 Br 5.2362 2.1352 4.6621  -0.116
63 C 6.9379 1.5439 5.4093  -0.675
64 C 8.0915 1.9532 4.5310  -0.544
65 Br 8.2235 0.8014 2.9665  -0.157
66 H 6.8655 0.4676 5.5520  0.384
67 H 7.0041 2.0305 6.3825  0.387
68 H 9.0388 1.8298 5.0559  0.356
69 H 8.0135 2.9761 4.1685  0.368
70 Br 1.3432 0.8107 5.4677  -0.095
71 C 1.5109 0.4135 7.3692  -0.633
72 C 2.7733 1.0040 7.9436  -0.573
73 Br 4.3353 -0.0502 7.4511  -0.134
74 H 1.4561 -0.6682 7.4734  0.376
75 H 0.6323 0.8638 7.8313  0.350
76 H 2.7466 0.9799 9.0331  0.358
77 H 2.9610 2.0235 7.6118  0.357
78 Br -6.2947 1.7524 -3.4533  -0.129
79 C -7.2289 1.7560 -5.1627  -0.593
80 C -6.2681 1.9398 -6.3097  -0.412
81 Br -5.6968 3.7963 -6.4672  -0.127
82 H -7.9889 2.5327 -5.1076  0.384
83 H -7.7150 0.7821 -5.2231  0.338
84 H -6.7549 1.7113 -7.2580  0.349
85 H -5.3666 1.3377 -6.2143  0.173

Cartesian forces (eV/Å) of the 2 atoms listed first:
C -0.187 0.106 -0.570
C -0.215 0.098 2.031

Formula: C25H36Br2GeN5Y
Source: the OMol25 dataset
Level of theory: the ωB97M-V functional and the def2-TZVPD basis

Charge ... +4
LUMO level ... -13.52 eV
Relative energy (zero: lowest compared OMol25 entry of this formula, charge and spin) ... 2.519 eV
Orbital gap ... 0.2123 hartree

Last column: Mulliken charge in e.
Geometry (Å):
1 Y -0.9861 0.1527 -0.0691  0.694
2 C -2.1067 1.7672 -2.7807  -0.765
3 N -1.2455 2.1307 -1.6061  -0.188
4 C -1.7509 3.3478 -0.8938  -1.076
5 C -2.2845 2.9620 0.4479  0.442
6 N -1.8627 1.8572 1.0824  0.186
7 C -2.4526 1.9061 2.3671  0.445
8 C -2.3435 1.0531 3.4618  -0.524
9 C -3.0617 1.3832 4.5955  -0.864
10 C -3.8714 2.5298 4.6466  -0.618
11 C -3.9764 3.3885 3.5713  -1.004
12 C -3.2470 3.0497 2.4396  0.723
13 N -3.1052 3.6800 1.2003  -0.022
14 C -2.0993 0.2873 -2.9947  -0.120
15 N -1.5889 -0.5664 -2.0997  0.392
16 C -1.8094 -1.8558 -2.6252  0.473
17 C -1.4881 -3.1147 -2.1271  -0.221
18 C -1.8521 -4.2073 -2.8913  -0.900
19 C -2.5160 -4.0584 -4.1206  -0.612
20 C -2.8349 -2.8127 -4.6236  -1.076
21 C -2.4675 -1.7230 -3.8462  0.657
22 N -2.6263 -0.3455 -4.0350  -0.002
23 H -1.7656 2.2873 -3.6783  0.568
24 H -3.1297 2.0978 -2.5890  0.426
25 H -0.3549 2.4125 -2.0115  0.236
26 H -2.4955 3.8758 -1.4906  0.476
27 H -0.9228 4.0453 -0.7457  0.400
28 H -1.6884 0.1895 3.4577  0.537
29 H -2.9906 0.7570 5.4746  0.468
30 H -4.4134 2.7510 5.5557  0.449
31 H -4.5895 4.2789 3.6173  0.471
32 H -3.5322 4.5613 0.9415  0.275
33 H -0.9620 -3.2516 -1.1875  0.343
34 H -1.6185 -5.2039 -2.5419  0.469
35 H -2.7790 -4.9417 -4.6863  0.455
36 H -3.3435 -2.6976 -5.5717  0.476
37 H -3.0585 0.0875 -4.8420  0.290
38 Br -0.5967 -2.0593 1.7736  -0.083
39 C -2.5220 -2.4231 1.8235  -0.612
40 Br -3.4219 -1.2304 0.5833  0.070
41 H -2.8792 -2.2312 2.8294  0.524
42 H -2.6661 -3.4462 1.4927  0.520
43 C 5.2550 -0.5767 2.3702  -1.306
44 C 5.2472 0.3646 1.1729  0.074
45 C 4.4282 1.6456 1.3630  -0.932
46 C 2.9044 1.4326 1.7600  -0.357
47 Ge 2.5716 1.3538 -0.0989  -0.310
48 C 2.4686 -0.0846 -1.4028  -0.818
49 C 1.8548 -1.4314 -0.9991  1.442
50 C 2.6319 -2.1831 0.0795  -0.318
51 C 3.9483 -2.7682 -0.4312  -1.536
52 H 5.8900 -1.4351 2.1568  0.394
53 H 4.2668 -0.9629 2.6323  0.259
54 H 5.6634 -0.0857 3.2543  0.385
55 H 4.9368 -0.1725 0.2687  -0.090
56 H 6.2710 0.6845 0.9693  0.437
57 H 4.5491 2.3206 0.4809  0.525
58 H 4.8536 2.2695 2.1567  0.502
59 H 2.4933 2.3358 2.2037  0.495
60 H 2.8125 0.5622 2.3992  0.357
61 H 2.4134 2.7239 -0.7630  0.250
62 H 3.5153 -0.2933 -1.6687  0.552
63 H 2.0519 0.3588 -2.3119  0.434
64 H 1.7919 -2.0452 -1.9025  0.543
65 H 0.7870 -1.3540 -0.7052  -1.299
66 H 2.0179 -3.0095 0.4462  0.405
67 H 2.8164 -1.5239 0.9379  -0.048
68 H 3.7677 -3.5058 -1.2132  0.422
69 H 4.4711 -3.2719 0.3802  0.398
70 H 4.6277 -2.0184 -0.8393  0.362

Cartesian forces (eV/Å) of the 2 atoms listed first:
Y -0.424 -0.458 -0.109
C -0.041 -0.027 0.012

Formula: C25H36Cl3GeN4O6Tc
Source: the OMol25 dataset
Level of theory: the ωB97M-V functional and the def2-TZVPD basis

Charge ... +1
LUMO level (spin up / spin down) ... -2.24 / -4.19 eV
Multiplicity ... 4
Relative energy (zero: lowest compared OMol25 entry of this formula, charge and spin) ... 0.902 eV
Expectation value of S² ... 3.786
Orbital gap (spin up / spin down) ... 0.3337 / 0.2617 hartree

Last column: Löwdin spin population.
Geometry (Å):
1 Tc -1.1640 0.8064 0.7457  2.476
2 C 1.8834 0.3320 3.4646  0.000
3 C 0.8287 1.3698 3.1029  0.006
4 C 1.0365 2.6977 3.8324  0.001
5 O 0.7707 1.5828 1.6967  0.022
6 C -0.5790 0.8083 3.5834  0.015
7 O -0.7164 0.4903 4.7379  0.024
8 O -1.4283 0.7724 2.6445  0.103
9 H 2.8842 0.7345 3.3076  0.000
10 H 1.7570 -0.5647 2.8562  0.000
11 H 1.7817 0.0522 4.5105  0.000
12 H 2.0346 3.0894 3.6434  0.000
13 H 0.9090 2.5313 4.8988  0.000
14 H 0.3114 3.4360 3.4969  0.000
15 H 1.3935 0.9796 1.2452  0.002
16 C -0.9228 0.4037 -3.7260  0.019
17 C -0.8798 0.6082 -2.3187  0.096
18 N -0.9007 0.7779 -1.1761  0.007
19 H -1.7617 0.9669 -4.1349  0.003
20 H -1.0582 -0.6546 -3.9494  0.004
21 H -0.0022 0.7486 -4.1918  0.004
22 Cl -4.5549 -2.6895 -1.2721  0.007
23 C -4.7920 -1.4731 0.0160  0.004
24 Cl -5.5884 -0.0667 -0.6631  0.004
25 Cl -5.7742 -2.1785 1.3097  0.003
26 C -3.4065 -1.1252 0.5334  0.074
27 N -2.8481 -0.0449 0.3325  0.074
28 C -1.4535 -3.8017 2.1543  0.001
29 C -1.6522 -2.4276 1.5901  0.002
30 O -2.9074 -2.2741 1.1556  0.025
31 O -0.7809 -1.5957 1.5204  0.008
32 H -1.9134 -4.5416 1.5034  0.000
33 H -1.9354 -3.8678 3.1287  0.000
34 H -0.3929 -4.0004 2.2676  0.000
35 C -3.7200 2.6624 -2.0270  0.003
36 Ge -3.3732 3.4947 -0.2559  0.006
37 C -3.2450 5.4572 -0.5673  -0.002
38 C -4.9050 3.2380 0.9692  0.003
39 C -1.6467 2.8776 0.5492  -0.047
40 H -4.7228 2.9399 -2.3333  0.001
41 H -3.6550 1.5827 -1.9874  0.000
42 H -3.0236 3.0381 -2.7683  0.000
43 H -4.1928 5.7925 -0.9803  0.000
44 H -2.4623 5.7205 -1.2718  0.000
45 H -3.0746 6.0066 0.3534  0.000
46 H -5.7653 3.7491 0.5444  0.001
47 H -4.7032 3.6721 1.9425  0.000
48 H -5.1584 2.1953 1.1065  0.000
49 H -1.6506 3.2898 1.5589  0.005
50 H -0.8302 3.3657 0.0103  0.006
51 C 3.9425 -3.9077 -1.6310  0.000
52 N 2.7848 -3.0580 -1.5368  0.000
53 N 2.8344 -1.8382 -0.8958  0.001
54 C 1.5453 -1.4313 -0.5820  0.003
55 O 1.2961 -0.3546 -0.0140  0.034
56 C 0.7031 -2.4736 -1.0530  0.000
57 C 1.4939 -3.4545 -1.5939  0.000
58 C 1.1255 -4.7679 -2.1744  0.000
59 C 3.9361 -0.9727 -1.0694  0.000
60 C 4.3533 -0.1525 -0.0294  0.000
61 C 5.4061 0.7244 -0.2350  0.000
62 C 6.0457 0.7766 -1.4635  0.000
63 C 5.6328 -0.0497 -2.4963  0.000
64 C 4.5723 -0.9157 -2.3065  0.000
65 H 4.8088 -3.3674 -1.2567  0.000
66 H 4.1265 -4.1959 -2.6662  0.000
67 H 3.8000 -4.8109 -1.0352  0.000
68 H -0.3646 -2.4628 -0.9910  0.000
69 H 0.0549 -4.8192 -2.3489  0.000
70 H 1.4013 -5.5744 -1.4944  0.000
71 H 1.6457 -4.9327 -3.1166  0.000
72 H 3.8525 -0.2103 0.9243  0.000
73 H 5.7335 1.3655 0.5708  0.000
74 H 6.8601 1.4681 -1.6170  0.000
75 H 6.1255 -0.0093 -3.4570  0.000
76 H 4.2346 -1.5392 -3.1206  0.000

Cartesian forces (eV/Å) of the 2 atoms listed first:
Tc 0.224 0.984 2.617
C 0.034 0.168 -0.215

E (computed, Eh): -32847.02503, -8509.92000, -5182.77471
Molar mass (computed, Da): 1498.41, 727.92, 765.55
Max |F| (computed, eV/Å): 4.43, 0.63, 4.10